# 1
DFT (ωB97M-V/def2-TZVPD) results for C5H37NO14S as an isolated structure at a distorted geometry.

Cartesian coordinates (Å):
C  -0.99965  0.07869  -0.70563
N  -1.52893  -0.20822  0.65338
C  -2.00466  0.99979  1.31359
C  -3.03370  0.63561  2.39047
S  -3.49314  2.07047  3.41666
C  -0.84908  1.75966  1.96769
O  -0.12073  1.17499  2.74725
C  -0.07070  -1.01112  -1.21629
H  -1.91045  0.16823  -1.32118
H  -0.41961  1.00575  -0.71117
H  -0.89009  -0.74010  1.22885
H  -2.49820  1.65068  0.58261
H  -3.92466  0.20193  1.91966
H  -2.65500  -0.12701  3.05677
H  -3.65544  2.98321  2.42462
H  -0.64029  2.80622  1.70452
H  -0.57269  -1.97495  -1.33752
H  0.76166  -1.16370  -0.53161
H  0.32341  -0.67441  -2.18055
H  -1.44458  -4.15912  0.46669
H  -0.20181  -3.17459  0.56103
O  -0.79991  -3.67151  -0.05765
H  -2.45982  -0.52753  -4.05684
H  -1.89848  -0.91066  -2.65711
O  -1.67172  -0.42457  -3.50686
H  2.12721  -1.41361  1.76553
H  2.41704  0.02632  2.34643
O  2.81656  -0.71049  1.87448
H  3.30981  0.60043  -3.41479
H  3.61139  1.03119  -1.97365
O  3.43497  1.41556  -2.87136
H  1.51018  5.65066  -1.76798
H  1.04641  4.23486  -2.12001
O  0.90518  4.96728  -1.47163
H  1.91622  -1.19521  -4.23300
H  3.22158  -0.99780  -5.12140
O  2.84920  -0.86527  -4.23336
H  0.62361  2.30659  -3.56784
H  2.10223  2.37460  -3.07806
O  1.27439  2.92451  -3.22243
H  4.93951  0.49973  -0.06829
H  3.55253  -0.12737  0.33604
O  4.07586  0.26597  -0.41461
H  0.51140  -2.88570  2.63920
H  1.54846  -3.54769  1.68148
O  0.97835  -2.77321  1.74534
H  0.32213  -2.59685  -3.61709
H  -0.33851  -1.32682  -4.15882
O  0.37733  -1.97676  -4.35274
H  -0.74480  0.02856  3.89399
H  -1.05311  -0.15873  5.37302
O  -1.11112  -0.61743  4.53178
H  -0.44177  -2.17388  4.38777
H  -0.93361  -3.60688  4.30233
O  -0.14384  -3.08733  4.15059
H  -1.74950  -2.50727  -0.96838
H  -1.81905  -1.07211  -0.68006
O  -2.31234  -1.72870  -1.22004

For the HOMO energy, the calculation gives -9.8 eV. Its charge is 0. For the HOMO-LUMO gap, the calculation gives 9.6 eV.

# 2
DFT (ωB97M-V/def2-TZVPD) results for an isolated ion of composition C4H12N2S and charge -1 at a distorted geometry.

Cartesian coordinates (Å):
N  -0.46154  1.58880  0.12047
C  0.27606  0.40066  0.34091
C  0.25765  -0.86288  -0.74232
C  -0.32457  -0.17217  -2.00616
S  0.58405  1.21509  -2.76552
C  0.04909  -0.12219  1.82002
N  0.00210  -1.54102  2.06782
H  -1.46035  1.49108  0.23282
H  -0.04859  2.47081  0.45896
H  1.37902  0.51670  0.30294
H  -0.26143  -1.75224  -0.34578
H  1.29340  -1.17550  -0.97413
H  -1.36286  0.13152  -1.87860
H  -0.43521  -0.83205  -2.86026
H  0.59199  2.09648  -1.77979
H  -0.88753  0.30998  2.15432
H  0.86522  0.33766  2.42501
H  0.77053  -2.12437  1.80526
H  -0.82705  -1.97635  1.62404

As for the spin multiplicity: 2. For the HOMO energy (alpha / beta), the calculation gives 1.1 / -4.9 eV. Its charge is -1. For the HOMO-LUMO gap (alpha / beta), the calculation gives 2.4 / 8.5 eV.

We obtain energy above the lowest of the compared OMol25 structures with the same formula, charge and spin values of 63.9, 30.9 kcal/mol for the records listed above, in that order.